Record 1
# C2H10NO

A cluster of 2 separate species, C2H10NO in total in a non-equilibrium geometry (ωB97M-V/def2-TZVPD, the Open Molecules 2025 dataset).

**E**: -211.9229 Eh
**Charge**: +1
**Orbital gap**: 12.482 eV
**HOMO energy**: -15.7926 eV
**Relative energy (zero: lowest compared OMol25 entry of this formula, charge and spin)**: 0.9673 eV
**Spin multiplicity**: 1

Geometry as XYZ:
```
14
C2H10NO ωB97M-V/def2-TZVPD
C -0.793 0.098 1.118
N -0.792 0.229 -0.406
C -1.308 -0.852 -1.270
H 0.092 0.694 1.310
H -1.675 0.475 1.617
H -0.619 -0.919 1.456
H 0.226 0.248 -0.533
H -1.050 1.146 -0.759
H -1.824 -1.687 -0.786
H -0.548 -1.182 -1.971
H -2.162 -0.578 -1.905
H 3.212 0.101 -0.002
H 2.786 0.972 1.219
O 2.448 0.447 0.495
```

Atom charges from the Mulliken analysis, given in e for atoms 1 to 5: C -0.748; N -0.119; C -0.815; H 0.327; H 0.332

---

Record 2
# C2H10NO

A cluster of 2 separate species, C2H10NO in total in a non-equilibrium geometry (ωB97M-V/def2-TZVPD, the Open Molecules 2025 dataset).

**E**: -211.9413 Eh
**Charge**: +1
**Orbital gap**: 12.675 eV
**HOMO energy**: -16.0004 eV
**Relative energy (zero: lowest compared OMol25 entry of this formula, charge and spin)**: 0.4659 eV
**Spin multiplicity**: 1

Geometry as XYZ:
```
14
C2H10NO ωB97M-V/def2-TZVPD
C -1.248 -0.095 1.267
N -0.138 0.062 0.286
C -0.179 1.384 -0.440
H -1.038 -1.032 1.858
H -1.262 0.757 1.939
H -2.234 -0.193 0.783
H -0.163 -0.751 -0.375
H 0.755 -0.063 0.799
H -1.149 1.872 -0.257
H -0.149 1.239 -1.526
H 0.601 2.082 -0.155
H 1.815 -2.503 -1.513
H 2.622 -1.168 -1.459
O 1.767 -1.592 -1.208
```

Atom charges from the Mulliken analysis, given in e for atoms 1 to 5: C -0.981; N -0.133; C -0.797; H 0.349; H 0.416

---

Record 3
# C2H10NO2

A cluster of 3 separate species, C2H10NO2 in total in a non-equilibrium geometry (ωB97M-V/def2-TZVPD, the Open Molecules 2025 dataset).

**E**: -287.1363 Eh
**Charge**: +1
**Orbital gap**: 10.692 eV
**HOMO energy**: -15.6934 eV
**Relative energy (zero: lowest compared OMol25 entry of this formula, charge and spin)**: 1.6349 eV
**Spin multiplicity**: 1

Geometry as XYZ:
```
15
C2H10NO2 ωB97M-V/def2-TZVPD
C 0.927 -1.606 0.948
C -1.253 -1.070 -0.044
N -0.110 -0.667 0.434
H 0.983 -1.774 2.170
H 1.958 -1.186 0.907
H 0.795 -2.611 0.424
H -1.555 -2.074 0.158
H -1.819 -0.533 -0.630
H 0.182 0.276 0.458
H 0.683 0.944 -2.689
H -0.664 1.759 -2.353
O 0.058 1.213 -1.978
H -0.050 2.424 -0.085
H 0.120 2.737 1.483
O -0.256 2.166 0.797
```

Atom charges from the Mulliken analysis, given in e for atoms 1 to 5: C -0.789; C -0.171; N 0.130; H 0.297; H 0.318

---

Record 4
# C2H10NO2

A cluster of 2 separate species, C2H10NO2 in total in a non-equilibrium geometry (ωB97M-V/def2-TZVPD, the Open Molecules 2025 dataset).

**E**: -287.1836 Eh
**Charge**: +1
**Orbital gap**: 11.642 eV
**HOMO energy**: -15.0300 eV
**Relative energy (zero: lowest compared OMol25 entry of this formula, charge and spin)**: 0.3467 eV
**Spin multiplicity**: 1

Geometry as XYZ:
```
15
C2H10NO2 ωB97M-V/def2-TZVPD
C 1.319 -0.870 -0.029
O 0.632 -1.118 1.178
C 0.504 -0.069 -1.023
N 0.231 1.314 -0.448
H 1.700 -1.754 -0.546
H 2.206 -0.318 0.269
H -0.003 -1.831 1.060
H 1.163 0.107 -1.868
H -0.440 -0.529 -1.285
H 0.634 1.979 -1.117
H 0.668 1.501 0.455
H -0.774 1.566 -0.463
H -3.131 0.571 0.015
H -2.196 0.513 1.222
O -2.196 0.527 0.257
```

Atom charges from the Mulliken analysis, given in e for atoms 1 to 5: C -0.799; O -0.479; C -0.209; N -0.313; H 0.351

---

Record 5
# C2H10NO2S

A cluster of 3 separate species, C2H10NO2S in total in a non-equilibrium geometry (ωB97M-V/def2-TZVPD, the Open Molecules 2025 dataset).

**E**: -685.6144 Eh
**Charge**: -1
**Orbital gap**: 6.337 eV
**HOMO energy**: -2.6334 eV
**Relative energy (zero: lowest compared OMol25 entry of this formula, charge and spin)**: 1.4492 eV
**Spin multiplicity**: 1

Geometry as XYZ:
```
16
C2H10NO2S ωB97M-V/def2-TZVPD
C 0.506 -0.526 -0.319
C -0.724 -0.427 -1.151
S -0.169 -0.895 -2.885
N 1.116 0.843 -0.156
H 1.261 -1.231 -0.798
H 0.164 -0.892 0.657
H -1.293 0.579 -1.120
H -1.501 -1.060 -0.856
H 0.639 1.476 -0.664
H 2.141 0.689 -0.316
H 3.048 0.396 2.176
H 2.047 1.074 1.477
O 2.617 1.183 2.237
H -3.369 0.142 0.046
H -2.840 -0.783 1.080
O -3.641 -0.567 0.593
```

Atom charges from the Mulliken analysis, given in e for atoms 1 to 5: C -0.191; C -0.775; S -0.677; N -0.549; H 0.259

---

Record 6
# C2H10NO4

A cluster of 4 separate species, C2H10NO4 in total in a non-equilibrium geometry (ωB97M-V/def2-TZVPD, the Open Molecules 2025 dataset).

**E**: -437.4219 Eh
**Charge**: +1
**Orbital gap**: 3.971 eV
**HOMO energy**: -13.9086 eV
**Relative energy (zero: lowest compared OMol25 entry of this formula, charge and spin)**: 7.7417 eV
**Spin multiplicity**: 1

Geometry as XYZ:
```
17
C2H10NO4 ωB97M-V/def2-TZVPD
O 1.140 1.150 2.301
C 1.946 0.355 1.842
O -0.771 1.693 0.026
C 1.592 -0.679 0.915
N 0.185 -0.652 0.657
H -1.258 2.522 0.007
H 2.999 0.518 2.105
H 2.237 -1.316 0.326
H -0.422 -1.459 0.892
H -0.190 0.143 1.238
H -0.011 -0.389 -0.339
H -1.419 -0.774 -1.678
H -0.353 0.599 -2.931
O -0.695 0.443 -2.034
H -0.916 1.305 -0.910
H -2.445 -1.904 -1.368
O -1.618 -1.557 -1.048
```

Atom charges from the Mulliken analysis, given in e for atoms 1 to 5: O -0.322; C 0.060; O -0.660; C -0.018; N -0.199

---

Record 7
# C2H10NS

A cluster of 2 separate species, C2H10NS in total in a non-equilibrium geometry (ωB97M-V/def2-TZVPD, the Open Molecules 2025 dataset).

**E**: -535.0055 Eh
**Orbital gap (alpha / beta)**: 4.575 / 9.818 eV
**Expectation value of S²**: 0.75
**HOMO energy (alpha / beta)**: -3.7829 / -9.0181 eV
**Relative energy (zero: lowest compared OMol25 entry of this formula, charge and spin)**: 0.4035 eV
**Spin multiplicity**: 2

Geometry as XYZ:
```
14
C2H10NS ωB97M-V/def2-TZVPD
N -2.514 0.678 -0.848
H -3.170 1.297 -0.325
H -2.162 1.051 -1.765
H -2.908 -0.308 -0.876
H -1.692 0.557 -0.210
C 0.823 1.175 0.772
S 0.211 -0.472 0.271
C 1.784 -1.232 -0.217
H 0.564 1.975 0.082
H 0.403 1.405 1.757
H 1.902 1.098 0.899
H 2.218 -1.650 0.687
H 2.391 -0.492 -0.720
H 1.634 -2.090 -0.874
```

Atom charges from the Mulliken analysis, given in e for atoms 1 to 5: N -1.877; H 0.852; H 0.776; H 0.602; H -0.189

---

Record 8
# C2H10NS2

A cluster of 2 separate species, C2H10NS2 in total in a non-equilibrium geometry (ωB97M-V/def2-TZVPD, the Open Molecules 2025 dataset).

**E**: -933.0091 Eh
**Charge**: +1
**Orbital gap**: 9.184 eV
**HOMO energy**: -12.9857 eV
**Relative energy (zero: lowest compared OMol25 entry of this formula, charge and spin)**: 2.0431 eV
**Spin multiplicity**: 1

Geometry as XYZ:
```
15
C2H10NS2 ωB97M-V/def2-TZVPD
C 1.830 -1.538 1.452
N 0.639 -0.503 1.076
H 1.363 -2.489 1.946
H 2.444 -0.966 2.227
H 2.408 -1.441 0.551
H -0.064 -0.630 1.910
H 0.801 0.490 1.169
H 0.189 -0.503 0.172
C -1.295 1.995 -1.208
S -2.353 0.501 -0.772
S -1.187 -0.954 -1.819
H -0.988 2.430 -0.201
H -0.287 1.582 -1.516
H -1.619 2.883 -1.871
H -1.880 -0.856 -3.115
```

Atom charges from the Mulliken analysis, given in e for atoms 1 to 5: C -0.632; N -0.299; H 0.306; H 0.327; H 0.344

---

Record 9
# C2H10O2S2

A cluster of 3 separate species, C2H10O2S2 in total in a non-equilibrium geometry (ωB97M-V/def2-TZVPD, the Open Molecules 2025 dataset).

**E**: -1029.0319 Eh
**SMILES**: CSSC.O.O
**Orbital gap**: 9.784 eV
**HOMO energy**: -9.1819 eV
**Relative energy (zero: lowest compared OMol25 entry of this formula, charge and spin)**: 0.7356 eV
**Spin multiplicity**: 1

Geometry as XYZ:
```
16
C2H10O2S2 ωB97M-V/def2-TZVPD
C 0.999 -1.894 1.720
S 1.700 -1.154 0.219
S 2.250 0.696 0.862
C 0.536 1.585 0.750
H 1.387 -1.604 2.716
H 0.037 -1.320 1.784
H 0.713 -2.949 1.494
H 0.789 2.642 0.759
H 0.120 1.267 -0.201
H -0.012 1.152 1.603
O -2.544 1.413 -1.395
H -1.923 0.848 -1.873
H -3.429 1.172 -1.698
O -0.602 -0.565 -2.372
H 0.176 -0.609 -2.906
H -0.199 -0.681 -1.460
```

Atom charges from the Mulliken analysis, given in e for atoms 1 to 5: C -0.753; S -0.111; S -0.083; C -0.476; H 0.335

---

Record 10
# C2H10O3

A cluster of 4 separate species, C2H10O3 in total in a non-equilibrium geometry (ωB97M-V/def2-TZVPD, the Open Molecules 2025 dataset).

**E**: -307.8606 Eh
**SMILES**: C=C.O.O.O
**Orbital gap**: 10.816 eV
**HOMO energy**: -10.1997 eV
**Relative energy (zero: lowest compared OMol25 entry of this formula, charge and spin)**: 1.2375 eV
**Spin multiplicity**: 1

Geometry as XYZ:
```
15
C2H10O3 ωB97M-V/def2-TZVPD
C -4.710 0.222 -3.332
C -4.483 0.344 -2.041
H -5.603 0.625 -3.801
H -4.142 -0.364 -4.046
H -4.996 1.018 -1.355
H -3.748 -0.138 -1.405
O 1.741 -0.337 1.551
H 2.445 -0.776 2.031
H 2.046 0.533 1.221
O 5.044 -3.617 2.057
H 5.485 -2.860 1.692
H 4.570 -3.990 1.322
O 2.525 3.072 2.120
H 2.056 3.316 1.297
H 1.773 2.952 2.690
```

Atom charges from the Mulliken analysis, given in e for atoms 1 to 5: C -0.386; C -0.462; H 0.204; H 0.226; H 0.195